70
Properties=species:S:1:pos:R:3 method="wB97M-V/def2-TZVPD" max_force_ev_per_a=0.7 total_charge=-1 mol_weight_da=809.68 spin_multiplicity=6 orbital_gap_ev="6.7456 / 6.7090" lumo_ev="2.5 / 1.4"
Ru -0.37706 -0.95796 -0.09899
C 6.30762 -1.70575 0.05959
O 5.90687 -1.55573 1.41356
C 4.57888 -1.65866 1.68089
C 4.21406 -1.41651 3.01704
C 2.88925 -1.48548 3.35172
C 1.88250 -1.77314 2.40935
C 0.48248 -1.78679 2.81887
C 0.12568 -1.65049 4.27738
O -0.44524 -1.89613 2.01527
C 2.26901 -2.03530 1.07809
O 1.42087 -2.31707 0.09827
C 3.63087 -1.98100 0.73565
H 7.37497 -1.50484 0.03544
H 5.78590 -0.99490 -0.58455
H 6.11693 -2.72071 -0.29590
H 4.98135 -1.18518 3.74326
H 2.60876 -1.30489 4.38120
H 0.57726 -2.45500 4.86161
H -0.95574 -1.69773 4.36445
H 0.48123 -0.69905 4.67777
H 3.87328 -2.20017 -0.29270
C -4.44611 -4.75202 -3.09256
C -4.28015 -3.25198 -3.05304
O -2.87342 -2.96640 -3.06421
P -2.27478 -1.70356 -2.29042
S -0.30647 -1.73092 -2.54161
S -2.91116 -1.59567 -0.41228
O -2.93924 -0.52129 -3.15699
C -2.66613 0.84409 -2.79844
C -3.94461 1.63881 -2.90610
H -5.50655 -5.01010 -3.02560
H -3.91758 -5.20827 -2.25547
H -4.04588 -5.16486 -4.01983
H -4.73579 -2.82962 -2.15516
H -4.72234 -2.76863 -3.92683
H -1.89789 1.21816 -3.47801
H -2.27258 0.89133 -1.78274
H -4.37883 1.54158 -3.90303
H -3.74594 2.69545 -2.71150
H -4.67267 1.28142 -2.17539
C -2.04478 6.07208 1.25475
C -3.09765 5.27026 0.83720
C -2.90524 3.90622 0.66312
C -1.66118 3.31126 0.88378
C -0.61641 4.12998 1.32291
C -0.80695 5.49213 1.50311
C -1.52207 1.84659 0.65695
C -0.42916 1.15427 0.31554
C 0.88508 1.76497 -0.01345
C 1.05290 2.54326 -1.16228
C 2.29788 3.04442 -1.51314
C 3.41241 2.78160 -0.72228
C 3.26167 2.00415 0.41780
C 2.01516 1.49561 0.76074
H -2.18871 7.13607 1.39724
H -4.07099 5.70700 0.64749
H -3.73083 3.27900 0.34111
H 0.35042 3.69331 1.53034
H 0.01859 6.10508 1.84436
H -2.45892 1.29908 0.75103
H 0.18805 2.74861 -1.78340
H 2.40032 3.64359 -2.41070
H 4.38538 3.16825 -0.99876
H 4.11949 1.77511 1.04038
H 1.91222 0.87265 1.64209
Cl 1.84000 -4.99903 -1.52479
Ge 0.38230 -4.21623 -0.08521
Cl 1.16161 -5.04421 1.81341
Cl -1.34217 -5.61012 -0.40737

***

56
Properties=species:S:1:pos:R:3 method="wB97M-V/def2-TZVPD" max_force_ev_per_a=1.5 mol_weight_da=315.36 smiles=C[C@H](N)CNCCN.O.O.O.O.O.O.O.O.O.O.O orbital_gap_ev=9.6602 lumo_ev=0.2
C 1.23550 2.96253 1.31661
C 1.18131 1.57050 1.93718
N 2.48079 0.96104 2.18510
C 0.36342 0.52303 1.12400
N -0.67753 1.03268 0.23733
C -1.93141 1.38574 0.92961
C -3.12900 0.83968 0.15959
N -3.52154 -0.57187 0.30665
H 1.30084 2.90414 0.22884
H 0.29401 3.48392 1.49815
H 2.08470 3.50792 1.71934
H 0.68811 1.65060 2.91184
H 3.03631 0.96558 1.33440
H 3.05300 1.46763 2.85083
H 0.02514 -0.27746 1.78432
H 1.15991 0.08983 0.50992
H -0.91299 0.25927 -0.36040
H -2.11467 2.46444 0.84851
H -1.87528 1.17445 2.00009
H -2.84782 1.06969 -0.86848
H -4.04792 1.38844 0.36114
H -2.81556 -1.16513 0.73438
H -4.28711 -0.64247 0.96438
O -0.86802 3.20505 -1.37221
H -0.30941 3.66657 -0.73962
H -0.50009 2.29480 -1.30487
O 3.65172 2.22843 -2.08817
H 3.99680 1.65111 -1.40797
H 3.11735 1.68482 -2.65283
O -0.38868 -2.79098 -2.82501
H -0.94088 -1.99683 -2.91367
H -0.48471 -3.23499 -3.67576
O 3.12895 -2.80343 0.36230
H 3.72939 -3.25866 0.95995
H 2.25036 -3.17259 0.52006
O 2.96486 -0.42422 -1.73201
H 3.49647 -1.23376 -1.67900
H 2.62062 -0.48445 -0.83376
O -0.07235 3.00638 -4.02006
H 0.45806 2.20407 -4.06516
H -0.40613 2.91950 -3.10216
O 3.10013 -1.94534 3.38725
H 3.01352 -1.33094 4.11579
H 2.71524 -1.53605 2.60477
O -2.52458 -0.52701 -2.63576
H -2.73623 0.33598 -2.99354
H -3.10925 -0.66126 -1.87349
O -2.47107 -3.44542 -0.58216
H -3.09967 -2.73960 -0.75946
H -1.96564 -3.59816 -1.38724
O -2.45543 -1.88498 3.00213
H -2.72840 -2.70537 3.41201
H -1.52276 -2.12772 2.90025
O 0.16810 -2.53206 -0.25003
H 0.21555 -3.15004 -0.99559
H -0.78604 -2.65706 -0.08830